# C51H47N9O17

A 9-piece molecular cluster, C51H47N9O17 overall (the ωB97M-V functional and the def2-TZVPD basis, the OMol25 dataset).

strongest force on any atom	18.52	eV Å⁻¹
HOMO level	-0.3152	Eh
HOMO-LUMO gap	6.80	eV
E	-3741.62262	hartree

Last column: Mulliken charge in e.
CARTESIAN COORDINATES (ANGSTROEM)
C  -7.72442  2.66780  2.39311  -0.47
H  -6.57837  0.53781  -2.26884  0.60
C  4.76291  -2.52819  0.64021  -0.73
H  3.11456  -1.38704  5.42116  0.28
C  5.47417  -3.89490  3.16297  0.14
C  3.81352  1.11966  2.83791  -0.60
C  -2.54836  -6.15021  0.63806  -0.76
H  6.85117  -1.75566  0.65729  0.41
H  1.98754  8.32401  -2.87660  0.49
H  -1.84061  -3.73886  -2.62154  0.32
H  -1.59253  1.46449  -3.48284  0.41
H  -4.83401  -4.62018  -5.60045  0.29
O  -3.67575  3.68775  1.14491  -0.56
N  -2.60781  -0.56656  -5.04918  1.01
C  5.99848  -2.14412  1.27553  -0.44
C  -3.93868  -3.27516  -1.89693  0.67
H  4.22553  4.90052  -1.26380  0.20
H  -0.16497  7.01982  -3.12241  0.22
H  -4.60514  -0.10788  2.31535  0.23
C  0.69970  5.08942  -1.81010  0.06
C  -5.50277  0.66570  2.30015  0.21
N  -0.14050  -5.33143  1.32337  1.00
C  0.67167  6.51503  -2.35695  -0.43
N  -3.80438  2.59071  1.71134  1.09
H  7.05258  5.38357  -3.25589  0.39
N  5.77968  -4.56641  4.48489  0.89
O  -2.17225  -0.78846  0.19131  -0.60
N  4.93425  1.26646  -1.77201  0.93
C  6.95815  4.53832  -2.56442  -0.20
H  3.58809  3.05279  5.64090  0.84
C  -8.01918  1.38652  2.74104  -0.35
C  5.99315  2.25902  -1.68745  0.24
H  5.43225  3.46814  -3.69051  0.33
C  -2.68701  1.27528  -3.33767  -0.49
H  4.57644  -2.34911  -0.27924  0.92
N  0.06642  -0.62217  -0.04316  0.41
C  -4.78994  1.62464  -1.69030  -0.13
C  -3.72070  -3.73522  1.87379  -1.29
O  -6.24073  -2.29941  -0.29460  -0.47
C  -4.93006  -0.00792  -3.85827  -0.44
O  -2.81539  1.96338  2.08349  -0.57
C  6.42337  -2.74225  2.59120  -0.56
H  3.72834  -4.98147  2.74782  1.20
C  7.04252  2.20359  -0.64890  -0.48
C  2.06854  4.47500  -1.47010  0.21
H  -5.72527  -0.69422  -4.26261  0.37
O  4.05710  1.33072  -2.59121  -0.54
C  6.01505  3.52552  -2.70875  -0.45
H  -4.12784  -3.09625  2.29562  1.14
H  1.94689  0.21491  0.59023  0.35
C  3.19187  5.32962  -1.59026  -0.22
H  -2.73289  2.72832  -1.56348  -0.10
H  -7.19112  -0.82779  2.79716  0.32
H  8.72909  5.41126  -1.42230  0.30
C  4.23307  -4.33943  2.44172  -1.20
H  1.17473  1.42499  -0.32166  -0.25
C  1.91568  7.37747  -2.51510  -0.67
C  -1.16603  -0.11677  0.05770  -0.24
C  8.08826  3.31419  -0.64621  -0.50
H  -3.74398  -2.92199  -0.86559  0.23
O  -0.44918  3.11681  -1.43598  -0.48
O  0.31076  -6.29923  0.68202  -0.55
H  -2.21707  -7.07867  0.20563  0.47
H  3.18825  0.81147  6.90048  0.42
C  3.30847  -0.32350  4.98657  -0.42
C  3.77495  2.24613  3.69690  -0.23
H  -6.15421  4.15370  1.76374  0.48
C  -4.02958  -5.81761  0.56313  -0.21
N  4.03417  3.64647  3.20205  0.86
C  -6.36651  3.14783  2.04158  -0.31
H  -1.14192  0.93354  0.20973  0.42
C  -1.64708  -5.14861  1.35405  0.01
C  -4.59860  -4.77441  1.19482  -0.29
C  0.10219  -2.06236  -0.47406  0.06
H  -0.59709  -2.52188  0.22455  0.00
H  -0.14677  -2.34969  -1.50997  0.20
O  -1.63121  4.90561  -1.86831  -0.58
C  -5.76515  -3.67438  -3.66397  -0.52
O  0.38022  -4.73169  2.33006  -0.48
O  -3.30925  -1.35512  -5.65559  -0.57
H  -2.70086  -4.48745  -4.87342  0.51
O  4.98729  0.23025  -0.96340  -0.48
H  7.25689  -2.20196  3.04909  0.44
C  -3.40959  0.23916  -4.09578  0.22
C  -5.64011  0.69172  -2.60317  -0.94
O  -1.37642  -0.45029  -5.12772  -0.62
C  -2.87890  -3.86413  -2.86656  -0.77
H  3.49426  -1.08139  2.85651  0.47
C  3.25929  0.81649  5.86306  -0.62
H  1.19272  -2.34500  -0.18143  -0.25
H  9.13504  3.33391  -0.05136  0.25
C  3.23855  6.71185  -2.10483  -0.68
O  6.79898  -4.25245  5.16861  -0.58
H  2.69134  -3.82781  0.66847  0.00
N  -6.56847  -2.89539  -1.29823  1.04
C  -5.11796  2.23911  2.19399  -0.32
H  2.22079  3.45019  -1.22387  0.39
C  3.73763  -3.50695  1.24270  -0.02
H  4.16561  7.15287  -1.99628  0.51
O  4.15270  4.54908  3.91602  -0.55
C  -3.45612  2.00099  -2.05513  0.21
H  6.92086  1.50462  0.06805  0.66
C  7.99700  4.52887  -1.65940  -0.43
H  4.00156  1.05292  1.87237  1.23
H  -4.65870  -6.39142  -0.03207  0.47
C  -2.18703  -3.91813  2.09714  -0.16
H  -9.16867  1.11904  2.84850  0.24
H  -5.72439  -4.51150  1.15390  0.30
C  -5.47383  -3.20378  -2.18632  0.01
O  4.41455  3.64600  1.91554  -0.53
C  -3.32549  -4.21219  -4.11794  -0.40
C  1.33809  0.21083  -0.31709  -0.62
H  -8.53688  3.37553  2.49229  0.35
H  -5.17937  2.18751  -0.82554  0.44
C  -6.94313  0.26886  2.63718  -0.35
C  -4.63167  -4.32847  -4.52570  -0.59
H  2.13401  -0.04517  -1.02374  0.43
H  -6.76043  -3.64394  -4.16059  0.40
N  -0.55211  4.32389  -1.64315  1.00
H  -1.43486  -3.12317  2.45647  0.38
C  3.51804  2.17288  5.35167  -0.91
C  3.54185  -0.24437  3.49662  -0.23
O  -7.63559  -3.05654  -1.73739  -0.64
O  5.14405  -5.58692  4.64558  -0.54

Forces on atoms 1 to 6 (eV/Å):
C 2.9 1.2 -0.1
H -3.1 -0.9 0.4
C -0.1 -4.0 8.2
H 0.4 2.2 -0.8
C 0.3 3.4 -2.6
C -1.8 -1.9 8.0